{
  "formula": "C2H6ClN",
  "method": "the ωB97M-V functional and the def2-TZVPD basis",
  "species": ["C", "C", "N", "Cl", "H", "H", "H", "H", "H", "H"],
  "positions_angstrom": [[-0.28, 1.62, 0.80], [0.39, -0.64, -0.91], [-0.08, -1.77, -0.33], [1.40, -1.08, -2.17], [-0.64, 2.19, -0.10], [-0.79, 0.68, 0.95], [0.93, 1.50, 0.22], [-0.24, 2.13, 1.71], [0.21, -2.74, -0.46], [-0.90, -1.88, 0.28]],
  "mulliken_charge": [-0.82, -0.01, -0.30, -0.16, 0.25, 0.13, 0.15, 0.33, 0.21, 0.22],
  "de_lowest_kcal_mol": 80.78,
  "total_charge": 0,
  "lumo_energy_ev": 0.87,
  "molar_mass_g_mol": 79.53,
  "energy_ha": -594.62341
}